<i>
The following is a DFT calculation (the ωB97M-V functional and the def2-TZVPD basis) of the molecule CHNO3.

The geometry in XYZ format:
```
6
Properties=species:S:1:pos:R:3:lowdin_charge:R:1
C -0.46 -0.11 -0.79 -0.23
N 0.55 0.82 -0.05 0.13
O -1.53 0.22 -1.10 0.15
O 0.46 -0.46 1.81 -0.02
O 0.85 0.49 1.10 -0.15
H 0.13 -0.97 -0.97 0.11
```

Its HOMO energy (alpha / beta) is -10.63 / -10.63 eV. As for the total charge: 0. The value obtained for the frontier orbital gap (alpha / beta) is 9.223 / 9.221 eV.

<ii>
The following is a DFT calculation (the ωB97M-V functional and the def2-TZVPD basis) of a cluster of 2 separate species, CHNO3 in total.

The geometry in XYZ format:
```
6
Properties=species:S:1:pos:R:3:lowdin_charge:R:1
C -0.99 -1.22 -0.02 -0.47
N 0.59 0.77 -0.85 0.05
O -1.04 -1.65 -1.12 0.17
O -0.98 -0.69 0.99 0.20
O 1.35 1.11 0.09 -0.11
H 1.07 1.68 0.91 0.16
```

Its HOMO energy (alpha / beta) is -9.12 / -9.11 eV. As for the total charge: 0. The value obtained for the frontier orbital gap (alpha / beta) is 9.146 / 9.155 eV.

<iii>
The following is a DFT calculation (the ωB97M-V functional and the def2-TZVPD basis) of the molecule CHNO3.

The geometry in XYZ format:
```
6
Properties=species:S:1:pos:R:3:lowdin_charge:R:1
O 1.99 -0.63 0.01 0.29
C 1.04 -0.06 0.19 -0.17
N -0.04 0.55 0.10 -0.24
O -0.54 1.67 0.13 0.00
O -1.03 -0.64 0.20 0.04
H -1.42 -0.89 -0.62 0.07
```

Its HOMO energy is -9.19 eV. As for the total charge: 0. Its structure (SMILES) is O=C=[N+]([O-])O. The value obtained for the frontier orbital gap is 8.647 eV.

Which structure wins on stability? <ii> wins.

<i>
The following is a DFT calculation (the ωB97M-V functional and the def2-TZVPD basis) of the molecule C10H17N2P.

The geometry in XYZ format:
```
30
Properties=species:S:1:pos:R:3:lowdin_charge:R:1
C -1.78 2.22 -0.85 -0.13
C -0.46 1.46 -0.93 -0.60
C 0.16 1.62 -2.32 -0.14
P -0.68 -0.38 -0.62 1.08
C 1.10 -0.76 -0.35 -0.46
C 1.61 -2.02 -0.68 -0.15
N 2.87 -2.34 -0.49 0.08
C 3.66 -1.40 0.03 -0.13
C 3.16 -0.14 0.36 -0.11
N 1.89 0.17 0.17 0.08
C -1.20 -0.36 1.20 -0.57
C -0.56 -1.49 1.99 -0.13
C -2.72 -0.49 1.26 -0.15
H -2.51 1.79 -1.52 0.07
H -2.18 2.21 0.16 0.06
H -1.62 3.26 -1.13 0.08
H 0.24 1.84 -0.17 0.09
H -0.50 1.22 -3.08 0.07
H 1.12 1.10 -2.38 0.06
H 0.33 2.68 -2.54 0.08
H 0.97 -2.78 -1.10 0.10
H 4.69 -1.67 0.18 0.10
H 3.79 0.63 0.78 0.10
H -0.89 0.60 1.63 0.11
H -0.72 -2.45 1.49 0.08
H 0.52 -1.35 2.10 0.06
H -0.99 -1.55 2.99 0.08
H -3.02 -1.48 0.91 0.07
H -3.22 0.25 0.64 0.05
H -3.07 -0.38 2.28 0.08
```

Its HOMO energy is -8.89 eV. As for the total charge: 0. Its structure (SMILES) is CC(C)P(c1cnccn1)C(C)C. The value obtained for the frontier orbital gap is 9.276 eV.

<ii>
The following is a DFT calculation (the ωB97M-V functional and the def2-TZVPD basis) of the molecule C10H17N2P.

The geometry in XYZ format:
```
30
Properties=species:S:1:pos:R:3:lowdin_charge:R:1
C -1.01 1.77 0.61 -0.01
C -1.51 0.58 -0.13 -0.36
C -0.75 -0.41 -0.58 -0.02
C 0.75 -0.55 -0.36 -0.21
C 1.60 -0.41 -1.38 -0.02
C 3.10 -0.62 -1.20 -0.19
C 3.53 -1.15 0.15 -0.23
C 2.69 -0.45 1.16 -0.24
C 1.28 -0.91 1.00 -0.17
N -2.92 0.47 -0.15 -0.35
C -3.71 1.64 -0.50 -0.14
P -3.66 -1.08 0.11 0.72
N -3.37 -2.36 0.83 -0.34
H -0.26 2.22 0.16 0.03
H -0.41 1.41 1.58 0.14
H -1.76 2.42 0.96 0.05
H -1.28 -1.25 -0.93 0.07
H 1.30 -0.15 -2.31 0.08
H 3.44 -1.20 -1.97 0.07
H 3.50 0.40 -1.25 0.12
H 3.35 -2.33 0.07 0.16
H 4.57 -0.97 0.41 0.10
H 2.77 0.66 1.09 0.13
H 3.17 -0.73 2.22 0.15
H 0.64 -0.35 1.61 0.07
H 1.27 -1.98 1.24 0.13
H -3.76 2.38 0.41 0.11
H -4.70 1.34 -0.68 0.03
H -3.26 2.20 -1.37 0.11
H -4.62 -0.60 -0.81 -0.01
```

Its HOMO energy is -8.54 eV. As for the total charge: 0. Its structure (SMILES) is C/C(=C\C1=CCCCC1)N(C)[PH]#N. The value obtained for the frontier orbital gap is 8.796 eV.

<iii>
The following is a DFT calculation (the ωB97M-V functional and the def2-TZVPD basis) of the molecule C10H17N2P.

The geometry in XYZ format:
```
30
Properties=species:S:1:pos:R:3:lowdin_charge:R:1
C 0.24 -3.33 -0.44 -0.18
C 0.64 -1.90 0.08 -0.47
P 0.25 -0.53 -1.20 1.12
C -1.89 -0.24 -0.62 -0.41
N -2.34 -0.86 0.42 0.08
C -3.52 -0.42 0.87 -0.13
C -4.32 0.46 0.16 -0.04
C -3.82 0.84 -1.12 -0.11
N -2.58 0.54 -1.38 0.05
C 0.73 0.93 -0.01 -0.74
C 0.59 0.72 1.51 -0.09
C 2.20 1.20 -0.40 -0.14
C -0.11 2.10 -0.50 -0.14
H 0.74 -4.00 0.31 0.07
H -0.79 -3.37 -0.24 0.02
H 0.54 -3.51 -1.55 0.09
H 1.75 -1.93 0.18 0.08
H 0.13 -1.81 1.00 0.03
H -3.81 -0.80 1.88 0.12
H -5.22 0.84 0.62 0.09
H -4.41 1.45 -1.76 0.10
H -0.43 0.61 1.75 0.04
H 1.09 -0.19 1.81 0.06
H 0.80 1.61 2.09 0.09
H 2.67 1.90 0.34 0.09
H 2.01 1.43 -1.43 0.05
H 2.98 0.40 -0.37 0.08
H 0.32 3.09 -0.10 0.12
H -0.21 2.18 -1.49 0.02
H -1.09 2.19 -0.15 0.05
```

Its HOMO energy is -8.93 eV. As for the total charge: 0. Its structure (SMILES) is CCP(c1ncccn1)C(C)(C)C. The value obtained for the frontier orbital gap is 9.585 eV.

Which structure wins on stability? <i> wins.

<i>
The following is a DFT calculation (the ωB97M-V functional and the def2-TZVPD basis) of a cluster of 2 separate species, Br2H2NOP in total.

The geometry in XYZ format:
```
7
Properties=species:S:1:pos:R:3:lowdin_charge:R:1
N 0.14 0.18 0.46 -0.12
O 2.41 -0.09 1.49 -0.37
P 1.30 -0.86 1.10 0.18
Br 0.36 -1.93 2.79 0.39
Br 1.98 -3.06 -1.08 -0.22
H -0.53 -0.40 0.01 0.03
H 0.43 1.11 0.05 0.11
```

Its HOMO energy (alpha / beta) is -9.92 / -9.90 eV. As for the total charge: 0. The value obtained for the frontier orbital gap (alpha / beta) is 6.720 / 6.651 eV.

<ii>
The following is a DFT calculation (the ωB97M-V functional and the def2-TZVPD basis) of the molecule Br2H2NOP.

The geometry in XYZ format:
```
7
Properties=species:S:1:pos:R:3:lowdin_charge:R:1
N 0.85 0.76 0.22 -0.19
P -0.37 -0.23 -0.16 0.11
O -1.58 -0.66 1.51 -0.57
Br -1.47 0.79 -1.89 0.26
Br 0.60 -1.99 -1.14 0.34
H 0.60 1.40 0.85 0.00
H 1.37 -0.06 0.62 0.04
```

Its HOMO energy is -9.80 eV. As for the total charge: 0. Its structure (SMILES) is NP(=O)(Br)Br. The value obtained for the frontier orbital gap is 8.226 eV.

Which structure wins on stability? <i> wins.

<i>
The following is a DFT calculation (the ωB97M-V functional and the def2-TZVPD basis) of the molecule C6H13O.

The geometry in XYZ format:
```
20
Properties=species:S:1:pos:R:3:lowdin_charge:R:1
C -2.04 -0.11 -0.62 -0.35
O -3.27 0.31 -0.28 0.04
C -0.93 0.44 0.29 -0.16
C 0.49 0.08 -0.13 -0.40
C 0.73 -1.38 -0.54 -0.06
C 1.54 0.55 0.88 -0.23
C 3.01 0.30 0.45 -0.09
H -1.83 0.09 -1.68 0.14
H -1.99 -1.21 -0.62 0.13
H -1.16 0.16 1.32 0.12
H -1.05 1.52 0.20 0.12
H 0.73 0.68 -1.03 0.14
H 1.60 -1.42 -1.18 0.07
H -0.10 -1.81 -1.10 0.06
H 0.83 -1.98 0.32 0.07
H 1.41 1.59 1.14 0.10
H 1.37 -0.06 1.78 0.11
H 3.58 1.19 0.69 0.06
H 3.41 -0.55 0.99 0.07
H 3.02 0.03 -0.60 0.06
```

Its HOMO energy (alpha / beta) is -10.36 / -9.89 eV. As for the total charge: 0. As for the spin multiplicity: 2. Its expectation value of S² is 0.754. The value obtained for the frontier orbital gap (alpha / beta) is 11.408 / 8.525 eV.

<ii>
The following is a DFT calculation (the ωB97M-V functional and the def2-TZVPD basis) of a cluster of 2 separate species, C6H13O in total.

The geometry in XYZ format:
```
20
Properties=species:S:1:pos:R:3:lowdin_charge:R:1
C -1.58 -1.30 0.36 -0.06
C -0.82 0.00 0.34 -0.32
C 0.52 0.00 0.33 -0.33
C 1.29 1.30 0.34 -0.07
C 1.28 -1.30 0.34 -0.07
C -1.58 1.30 0.35 -0.06
H -2.63 -1.06 0.38 0.06
H -1.39 -1.92 -0.54 0.08
H -1.38 -1.95 1.22 0.08
H 2.34 1.05 0.36 0.06
H 1.10 1.92 -0.55 0.08
H 1.09 1.94 1.22 0.08
H 2.34 -1.05 0.36 0.06
H 1.08 -1.94 1.22 0.08
H 1.10 -1.92 -0.55 0.08
H -2.63 1.06 0.38 0.06
H -1.38 1.95 1.22 0.08
H -1.38 1.92 -0.53 0.08
O 0.83 0.00 -2.95 -0.03
H 1.78 0.00 -3.30 0.04
```

Its HOMO energy (alpha / beta) is -8.30 / -8.29 eV. As for the total charge: 0. As for the spin multiplicity: 2. Its expectation value of S² is 0.753. The value obtained for the frontier orbital gap (alpha / beta) is 9.096 / 6.329 eV.

Which structure wins on stability? <i> wins.

<i>
The following is a DFT calculation (the ωB97M-V functional and the def2-TZVPD basis) of a structure of composition C15H23N6O3PdS3.

The geometry in XYZ format:
```
51
Properties=species:S:1:pos:R:3:lowdin_charge:R:1
Pd -0.44 -0.41 -0.24 0.79
N -2.43 0.63 -1.94 0.04
N -3.51 -0.23 -1.69 -0.04
C -3.35 -1.46 -1.20 -0.73
N -4.41 -2.25 -1.12 0.15
S -1.85 -2.15 -0.69 0.71
H -2.54 1.46 -1.37 0.10
H -2.43 0.88 -2.92 0.12
H -4.45 0.08 -1.92 0.18
H -5.30 -2.01 -1.53 0.14
H -4.34 -3.15 -0.68 0.12
O 1.96 3.09 1.54 0.18
C 3.08 2.81 0.92 -0.19
C 4.19 3.63 1.16 0.04
C 5.37 3.37 0.52 0.04
C 5.51 2.28 -0.39 -0.02
C 4.47 1.46 -0.64 0.00
C 3.20 1.69 0.01 -0.04
C 2.09 0.88 -0.21 -0.32
O 0.94 1.03 0.30 -0.10
N 2.30 -0.22 -1.10 0.14
N 1.29 -0.93 -1.30 -0.13
C 1.59 -2.01 -2.19 -0.87
S 3.09 -2.76 -2.12 1.14
C 2.83 -3.72 -3.65 -0.40
C 1.35 -4.01 -3.79 -0.40
S 0.42 -2.52 -3.28 1.07
H 1.26 2.46 1.29 0.10
H 4.08 4.46 1.85 0.15
H 6.22 4.01 0.71 0.14
H 6.46 2.12 -0.88 0.13
H 4.56 0.64 -1.33 0.11
H 3.41 -4.64 -3.56 0.11
H 3.22 -3.12 -4.46 0.11
H 1.01 -4.82 -3.14 0.11
H 1.07 -4.24 -4.82 0.11
C -3.25 0.62 4.23 0.01
N -2.96 0.83 2.80 -0.11
C -3.71 1.88 2.09 0.01
C -2.04 0.15 2.17 -0.43
C -1.24 -0.88 2.90 0.02
O -1.87 0.39 0.92 -0.19
H -4.23 1.03 4.44 0.10
H -2.52 1.13 4.85 0.12
H -3.26 -0.44 4.46 0.10
H -4.25 2.47 2.81 0.10
H -4.42 1.43 1.39 0.10
H -3.03 2.52 1.54 0.10
H -0.87 -0.48 3.84 0.11
H -0.40 -1.21 2.29 0.06
H -1.86 -1.75 3.14 0.11
```

Its HOMO energy (alpha / beta) is -16.92 / -16.91 eV. As for the total charge: +3. The value obtained for the frontier orbital gap (alpha / beta) is 5.269 / 5.257 eV.

<ii>
The following is a DFT calculation (the ωB97M-V functional and the def2-TZVPD basis) of a structure of composition C15H23N6O3PdS3.

The geometry in XYZ format:
```
51
Properties=species:S:1:pos:R:3:lowdin_charge:R:1
Pd 0.64 0.04 0.64 0.76
N 1.28 0.53 2.53 -0.03
N 2.66 0.33 2.73 -0.02
C 3.37 -0.40 1.84 -0.76
N 4.64 -0.63 2.09 0.17
S 2.63 -1.00 0.41 0.78
H 1.05 1.51 2.67 0.13
H 0.77 -0.01 3.23 0.14
H 3.05 0.63 3.61 0.18
H 5.12 -0.29 2.90 0.15
H 5.19 -1.17 1.43 0.14
O -2.56 -2.77 -3.50 0.12
C -1.65 -1.96 -4.04 -0.21
C -1.63 -1.94 -5.44 0.03
C -0.75 -1.14 -6.11 0.02
C 0.17 -0.30 -5.43 -0.02
C 0.17 -0.31 -4.07 0.01
C -0.73 -1.14 -3.32 -0.06
C -0.60 -1.05 -1.92 -0.31
O 0.22 -0.33 -1.33 -0.12
N -1.50 -1.93 -1.14 0.10
N -1.43 -1.80 0.08 0.00
C -2.33 -2.71 0.75 -0.86
S -2.43 -2.53 2.41 1.11
C -3.38 -4.07 2.66 -0.41
C -4.23 -4.28 1.43 -0.40
S -3.22 -3.89 -0.04 1.13
H -2.51 -2.73 -2.54 0.05
H -2.33 -2.58 -5.96 0.14
H -0.76 -1.14 -7.19 0.14
H 0.85 0.31 -5.99 0.13
H 0.86 0.31 -3.52 0.12
H -3.98 -3.96 3.56 0.11
H -2.64 -4.86 2.81 0.11
H -5.10 -3.62 1.39 0.11
H -4.56 -5.32 1.34 0.11
C -1.95 4.83 0.25 0.01
N -1.95 3.38 0.52 -0.11
C -3.23 2.72 0.80 0.00
C -0.85 2.66 0.48 -0.46
C 0.46 3.32 0.15 0.02
O -0.93 1.42 0.74 -0.15
H -2.87 5.25 0.64 0.10
H -1.89 5.03 -0.82 0.11
H -1.12 5.32 0.76 0.10
H -4.02 3.45 0.73 0.10
H -3.21 2.30 1.81 0.10
H -3.41 1.92 0.08 0.10
H 0.36 4.01 -0.69 0.10
H 1.20 2.57 -0.10 0.07
H 0.81 3.91 1.00 0.11
```

Its HOMO energy (alpha / beta) is -16.50 / -16.50 eV. As for the total charge: +3. The value obtained for the frontier orbital gap (alpha / beta) is 5.157 / 5.155 eV.

Which structure wins on stability? <ii> wins.

<i>
The following is a DFT calculation (the ωB97M-V functional and the def2-TZVPD basis) of a structure of composition CH3Cl2OP.

The geometry in XYZ format:
```
8
Properties=species:S:1:pos:R:3:lowdin_charge:R:1
C 0.41 0.03 0.05 -0.22
O 1.73 0.00 -0.31 -0.54
P 2.84 -0.13 0.80 0.54
Cl -0.86 2.81 0.10 -0.06
Cl 4.25 0.37 -0.44 0.27
H -0.19 1.19 0.00 -0.12
H 0.30 -0.31 1.06 0.06
H -0.19 -0.56 -0.53 0.06
```

Its HOMO energy (alpha / beta) is -8.14 / -9.83 eV. As for the total charge: 0. The value obtained for the frontier orbital gap (alpha / beta) is 4.944 / 8.139 eV.

<ii>
The following is a DFT calculation (the ωB97M-V functional and the def2-TZVPD basis) of a cluster of 2 separate species, CH3Cl2OP in total.

The geometry in XYZ format:
```
8
Properties=species:S:1:pos:R:3:lowdin_charge:R:1
O -0.54 0.45 -0.90 -0.13
C -1.23 0.82 0.00 -0.68
Cl -1.82 -0.34 1.24 0.53
H -1.68 1.75 0.25 0.07
P 1.76 -1.01 -0.17 0.36
Cl 1.34 0.16 1.43 0.09
H 1.64 -0.10 -1.26 -0.14
H 0.54 -1.73 -0.59 -0.10
```

Its HOMO energy is -9.18 eV. As for the total charge: 0. Its structure (SMILES) is O=CCl.PCl. The value obtained for the frontier orbital gap is 9.487 eV.

Which structure wins on stability? <ii> wins.